{
  "formula": "C5H11ClF3PbSm",
  "method": "ωB97M-V/def2-TZVPD",
  "symbols": ["Sm", "Cl", "C", "C", "H", "H", "H", "H", "H", "H", "Pb", "C", "C", "H", "H", "H", "H", "H", "F", "C", "F", "F"],
  "coordinates": [[0.18235, -1.04653, -1.51868], [0.75059, 1.46415, -0.91448], [-1.18424, -0.27054, -3.24054], [2.22397, -1.11747, -2.65019], [-0.85540, -0.73221, -4.17717], [-2.26715, -0.37081, -3.11372], [-0.88800, 0.80726, -3.27197], [2.09294, -1.53757, -3.65839], [3.04687, -1.62527, -2.11980], [2.42891, -0.02295, -2.74998], [0.14307, 0.32705, 1.58037], [-1.82532, 1.28905, 1.34189], [-0.19736, -1.74552, 0.74143], [-2.39585, 0.79306, 0.55004], [-2.35920, 1.25822, 2.30495], [-1.61155, 2.32476, 1.04673], [0.45526, -2.38713, 1.37587], [-1.23046, -2.05070, 1.05641], [1.26919, 2.32944, 4.02786], [0.78575, 1.04535, 3.99104], [1.74419, 0.24444, 4.56793], [-0.30858, 1.02393, 4.83040]],
  "lowdin_spin": [5.089, -0.013, -0.020, -0.020, -0.001, -0.002, 0.000, -0.001, -0.002, -0.001, -0.002, 0.001, -0.026, 0.000, 0.000, 0.000, -0.001, -0.002, 0.000, 0.002, 0.000, 0.000],
  "charge": -2,
  "energy_ev": -49185.056,
  "spin_multiplicity": 6
}

{
  "formula": "C18H41NO11P2",
  "method": "ωB97M-V/def2-TZVPD",
  "symbols": ["C", "C", "C", "C", "O", "C", "C", "O", "C", "C", "C", "C", "C", "N", "O", "C", "H", "H", "H", "H", "H", "H", "H", "H", "H", "H", "H", "H", "H", "H", "H", "H", "H", "H", "H", "H", "H", "H", "H", "C", "O", "P", "O", "O", "C", "O", "C", "H", "H", "H", "H", "H", "H", "H", "H", "H", "C", "O", "P", "O", "O", "C", "O", "C", "H", "H", "H", "H", "H", "H", "H", "H", "H"],
  "coordinates": [[4.03745, -2.83930, -0.42558], [3.11562, -2.11411, 0.11517], [2.91506, -0.62390, -0.08774], [1.79689, -0.18986, 0.84208], [1.35954, 1.12102, 0.52487], [0.08295, 1.07153, -0.12558], [-0.44944, 2.46646, -0.32472], [4.03777, 0.16164, 0.26459], [5.04187, 0.33559, -0.72908], [5.25888, 1.83164, -0.95633], [4.45853, 2.50677, -2.08663], [3.52041, 1.63987, -2.88018], [4.13462, 0.77994, -3.94971], [2.27369, 1.60517, -2.75392], [6.63552, 2.13164, -1.17073], [7.41198, 2.17799, 0.00547], [4.74827, -2.39989, -1.09726], [4.08985, -3.89243, -0.24473], [2.37856, -2.59104, 0.74284], [2.64234, -0.47762, -1.13062], [2.24372, -0.13349, 1.82897], [0.98846, -0.91277, 0.79732], [0.18145, 0.55369, -1.07736], [-0.60148, 0.52677, 0.52489], [-1.05282, 2.47952, -1.21625], [0.39904, 3.13770, -0.42022], [-1.06206, 2.78999, 0.50416], [5.96852, -0.04060, -0.30046], [4.87347, -0.23812, -1.62862], [4.96314, 2.30701, -0.02824], [5.13563, 2.99468, -2.77735], [3.86359, 3.30028, -1.64874], [3.48052, 0.74309, -4.80528], [5.09248, 1.17375, -4.26149], [4.29348, -0.24256, -3.61978], [1.99705, 2.25044, -2.00764], [6.86061, 1.90342, 0.90196], [7.84559, 3.16123, 0.16882], [8.23245, 1.47379, -0.09324], [-5.92651, 2.62421, 1.57586], [-4.73350, 2.09610, 1.00638], [-4.51338, 2.05002, -0.56775], [-3.18959, 1.56551, -0.91903], [-4.83035, 3.50337, -1.10687], [-6.15234, 3.98537, -1.37004], [-5.72263, 1.17407, -1.11713], [-5.51572, -0.24830, -1.18621], [-5.94659, 2.33873, 2.62435], [-5.92571, 3.71301, 1.51176], [-6.81253, 2.21821, 1.08516], [-6.32349, 4.87743, -0.76925], [-6.91898, 3.24767, -1.14475], [-6.21874, 4.25081, -2.42321], [-6.49263, -0.72364, -1.20894], [-4.96237, -0.61039, -0.32076], [-4.97180, -0.49323, -2.09566], [-2.02289, -5.69590, 3.29945], [-3.22082, -5.10167, 2.81115], [-3.18914, -3.83390, 1.85280], [-4.51515, -3.45392, 1.39759], [-2.17952, -4.17640, 0.68409], [-0.75841, -4.04758, 0.79781], [-2.41585, -2.71727, 2.68645], [-3.20803, -1.87393, 3.53470], [-2.29533, -6.37796, 4.10056], [-1.53453, -6.26605, 2.50830], [-1.34063, -4.94270, 3.69714], [-0.29942, -5.01272, 0.58805], [-0.44253, -3.70790, 1.78192], [-0.42081, -3.32832, 0.05333], [-2.54803, -1.44700, 4.28575], [-3.99600, -2.44088, 4.02951], [-3.64931, -1.07381, 2.94386]],
  "mulliken_charge": [-0.969, -0.416, 1.255, -1.102, -0.387, -0.066, -1.504, -0.437, -0.167, 0.375, -1.208, 0.997, -1.329, -0.710, -0.474, -0.844, 0.243, 0.309, 0.236, 0.189, 0.367, 0.387, 0.301, 0.448, 0.276, 0.478, 0.326, 0.493, -0.123, 0.310, 0.406, 0.383, 0.445, 0.325, 0.226, 0.051, 0.360, 0.274, 0.290, -0.666, -0.122, 0.721, -0.481, -0.365, -0.685, -0.316, -0.573, 0.286, 0.235, 0.323, 0.280, 0.338, 0.267, 0.240, 0.247, 0.264, -0.574, -0.313, 0.839, -0.695, -0.339, -0.741, -0.103, -0.688, 0.287, 0.230, 0.269, 0.338, 0.345, 0.349, 0.248, 0.325, 0.219],
  "charge": 0,
  "relative_energy_kj_mol": 26.32,
  "spin_multiplicity": 1
}

{
  "formula": "C14H24Cl2N6O",
  "method": "ωB97M-V/def2-TZVPD",
  "symbols": ["C", "O", "N", "C", "C", "H", "H", "H", "H", "H", "H", "H", "C", "Cl", "Cl", "H", "H", "C", "C", "N", "H", "H", "H", "C", "C", "N", "H", "H", "H", "C", "C", "N", "H", "H", "H", "C", "C", "N", "H", "H", "H", "C", "C", "N", "H", "H", "H"],
  "coordinates": [[4.63120, 1.13350, 0.71202], [5.82492, 0.80885, 0.78614], [4.06577, 2.34398, 0.47229], [2.75560, 2.66483, 0.98986], [4.89769, 3.48811, 0.05423], [3.78419, 0.47888, 0.85710], [2.12803, 1.84683, 0.68520], [2.41981, 3.67798, 0.81090], [2.77001, 2.50558, 2.01509], [4.21859, 4.32523, -0.03601], [5.57315, 3.80276, 0.77274], [5.40359, 3.20008, -0.86909], [1.48938, -1.63937, -0.61862], [0.05186, -2.43427, -1.37459], [2.35474, -0.64376, -1.85093], [1.17734, -1.07073, 0.27421], [2.13609, -2.41999, -0.18435], [-7.00755, -0.05899, -0.71027], [-5.95177, -0.26838, 0.23441], [-5.07980, -0.24841, 1.00822], [-7.00995, -0.93987, -1.38850], [-6.78897, 0.94166, -1.09994], [-7.93707, -0.15129, -0.20735], [-2.88448, 0.97091, 2.92039], [-1.97400, 1.18174, 1.82059], [-1.29103, 1.29796, 0.91385], [-3.88011, 1.17186, 2.59153], [-2.52216, 1.41461, 3.82909], [-2.98233, -0.12477, 3.07638], [-3.91592, -2.66555, -1.47198], [-4.93145, -3.69244, -1.62117], [-5.90630, -4.34114, -1.66023], [-4.13838, -1.94331, -2.29380], [-2.94750, -3.11614, -1.69857], [-3.87984, -2.22663, -0.41097], [6.40541, -2.23220, 1.04322], [4.97875, -2.15071, 1.28735], [3.86258, -1.93282, 1.44518], [6.82512, -3.13168, 1.51588], [6.86868, -1.30595, 1.54177], [6.60592, -2.21041, -0.02917], [-1.19596, 0.62887, -2.26547], [-2.64167, 0.54069, -2.67220], [-3.78675, 0.42915, -2.81337], [-1.14708, 1.13263, -1.30096], [-0.64655, 1.30851, -2.91244], [-0.78179, -0.34640, -2.16765]],
  "nbo_charge": [0.539, -0.646, -0.423, -0.410, -0.407, 0.114, 0.215, 0.218, 0.192, 0.195, 0.198, 0.215, -0.380, -0.054, -0.037, 0.236, 0.251, -0.733, 0.343, -0.407, 0.273, 0.274, 0.255, -0.741, 0.344, -0.401, 0.285, 0.250, 0.269, -0.750, 0.290, -0.353, 0.281, 0.248, 0.278, -0.737, 0.346, -0.410, 0.247, 0.292, 0.262, -0.741, 0.330, -0.404, 0.290, 0.247, 0.259],
  "charge": 0,
  "energy_ev": -50937.646,
  "spin_multiplicity": 1
}